# C11H25BrNO2P

An isolated molecule of C11H25BrNO2P (ωB97M-V/def2-TZVPD, the OMol25 dataset).

```
41
Properties=species:S:1:pos:R:3:lowdin_charge:R:1
C 4.23521 1.57236 -0.24292 -0.06
C 3.33536 0.72904 -1.14593 -0.29
O 1.97066 1.06425 -1.02722 -0.27
C 1.31285 0.56079 0.12512 -0.34
P -0.43291 -0.16127 -0.37094 0.86
C -1.02383 1.55466 -0.74598 -0.19
C -2.11305 -0.83951 -1.01614 -0.38
N -3.27603 -0.27381 -0.29242 -0.03
C 0.38467 -1.25607 -1.68186 -0.23
C 0.14938 -1.01306 -3.14069 -0.84
O -0.20816 -1.86413 -3.89820 0.02
Br 0.44065 0.75996 -3.87646 0.75
C -0.48775 -0.98685 1.32147 -0.41
C -1.57771 -2.02814 1.57760 -0.11
C -0.40575 -0.02760 2.52911 -0.26
C -1.49968 1.03404 2.64562 -0.10
H 3.72616 1.81514 0.68683 0.07
H 5.16332 1.04444 -0.02715 0.07
H 4.49809 2.50032 -0.74928 0.07
H 3.59181 0.90976 -2.19095 0.11
H 3.48367 -0.33957 -0.95269 0.11
H 1.15579 1.38489 0.82977 0.08
H 1.95142 -0.17038 0.63422 0.09
H -1.53931 1.56751 -1.70384 0.03
H -1.74053 1.86543 0.00814 0.03
H -0.20150 2.26119 -0.79210 0.04
H -2.16003 -0.51953 -2.06246 0.07
H -2.16662 -1.92753 -1.06170 0.07
H -3.93227 0.11501 -0.95780 0.07
H -3.78222 -1.01836 0.16854 0.05
H 1.45158 -1.33745 -1.48288 0.09
H -0.05247 -2.24533 -1.53845 0.09
H 0.45681 -1.53775 1.34381 0.11
H -1.68303 -2.74543 0.76717 0.07
H -2.53868 -1.56638 1.78643 0.06
H -1.29875 -2.59797 2.46694 0.08
H -0.45557 -0.67552 3.40891 0.11
H 0.56784 0.45447 2.57232 0.09
H -2.46084 0.68124 2.27990 0.06
H -1.21827 1.94004 2.11372 0.06
H -1.62032 1.31713 3.69248 0.07
```

Maximum force in eV/Å: 1.04
Orbital gap in Ha: 0.30621